# 1
90
Properties=species:S:1:pos:R:3:forces:R:3 method="wB97M-V/def2-TZVPD" homo_lumo_gap_ev=8.258 homo_ev=-8.545
C 0.1391 1.6697 0.3887 -0.4 0.0 -0.6
B -1.1257 1.6554 -0.6993 0.9 -2.4 0.5
O -1.3512 0.3317 -1.3810 0.8 4.1 -0.9
C -2.0445 2.9715 -1.0567 0.0 0.6 -1.4
O -1.0889 4.1147 -0.9148 -1.6 1.8 1.7
S -1.7463 5.4721 -0.0954 1.0 2.0 1.6
O -1.6355 6.7427 -1.0126 -0.9 -5.7 3.7
O -1.2888 5.6156 1.3924 -1.5 -0.8 -6.3
O -3.3403 4.7891 0.0269 1.3 -1.2 -0.6
C -3.3922 3.3044 -0.1844 -0.5 -0.3 -2.2
S -3.7025 2.4234 1.4454 0.5 -0.1 0.5
H -0.0222 2.4361 1.2647 0.4 -1.6 -1.6
H 0.2785 0.5590 0.7397 -0.1 2.3 -0.4
H 1.1146 1.9869 -0.2137 -2.0 -0.6 1.3
H -1.2838 0.5799 -2.3689 -0.7 -0.7 1.9
H -2.2641 3.0067 -2.2266 -0.1 -0.2 2.5
H -4.3666 2.9967 -0.8018 2.4 1.3 1.0
H -4.0877 1.0765 1.2321 0.5 1.7 -0.8
C -1.5046 -1.7012 1.0113 0.5 0.0 0.2
O -0.9799 -1.3089 2.2748 -0.8 0.0 -0.2
C -1.9621 -1.1831 3.3101 0.4 -0.3 0.5
C -1.9546 -2.3990 4.2587 -0.3 0.2 -0.7
N -2.4914 -3.6018 3.6191 0.3 0.0 -0.1
C -2.1333 -4.8736 4.2588 0.0 0.1 0.1
C -0.6548 -5.1609 4.6041 -0.2 -0.3 -0.2
O 0.1906 -5.4358 3.4862 -0.1 0.1 0.3
C 0.5055 -4.3105 2.6851 0.0 -0.3 0.0
H -0.7561 -1.4717 0.2491 -0.1 0.1 0.2
H -1.6822 -2.7771 0.9759 -0.2 -0.1 -0.1
H -2.4257 -1.1683 0.7708 0.0 0.0 0.0
H -2.9613 -0.9792 2.9072 0.1 -0.2 -0.1
H -1.6717 -0.3057 3.8947 0.0 0.0 0.0
H -2.5561 -2.1703 5.1445 0.0 0.0 0.0
H -0.9213 -2.5386 4.5806 0.1 0.1 0.1
H -2.1806 -3.6411 2.6554 -0.1 0.1 0.2
H -2.4787 -5.6643 3.5851 0.0 0.0 0.1
H -2.7296 -4.9632 5.1815 0.3 0.0 -0.1
H -0.6439 -6.0781 5.2023 0.0 0.0 -0.1
H -0.2088 -4.3914 5.2430 0.0 0.2 -0.1
H 0.7132 -3.4192 3.2862 -0.2 0.0 -0.1
H -0.3059 -4.1323 1.9808 0.0 0.3 -0.1
H 1.3960 -4.5349 2.0948 0.0 -0.2 0.2
C 1.6878 -0.5661 3.4832 0.3 0.1 -0.5
O 2.2721 0.5907 2.8948 -0.3 0.0 0.6
C 2.3549 1.7220 3.7699 0.6 0.2 -0.2
C 3.7801 1.9127 4.3274 -0.6 -0.4 0.1
N 4.1347 0.8794 5.3024 0.1 -0.2 -0.3
C 5.5711 0.7121 5.5547 -0.1 0.1 -0.1
C 6.5406 0.5653 4.3605 0.1 -0.3 0.3
O 6.4729 -0.6828 3.6693 0.1 0.4 0.1
C 5.3188 -0.8587 2.8665 0.2 -0.1 0.1
H 1.3945 -1.2430 2.6772 0.0 0.3 0.1
H 2.4091 -1.0980 4.1053 0.0 -0.1 0.2
H 0.8042 -0.3193 4.0736 0.0 0.0 0.0
H 1.6015 1.6830 4.5656 0.1 -0.2 0.0
H 2.1206 2.5952 3.1550 0.0 0.0 0.0
H 3.8519 2.8935 4.8087 0.0 0.0 0.0
H 4.4548 1.9087 3.4698 0.0 0.1 -0.2
H 3.7671 -0.0146 4.9982 0.0 0.2 0.0
H 5.6713 -0.1822 6.1781 0.1 0.1 0.0
H 5.9039 1.5639 6.1700 0.1 -0.1 -0.2
H 7.5547 0.6093 4.7712 -0.1 -0.1 0.0
H 6.4763 1.3997 3.6540 -0.2 0.0 -0.1
H 5.0512 0.0521 2.3208 -0.1 -0.1 0.1
H 4.4954 -1.2019 3.4913 -0.3 0.1 -0.2
H 5.5134 -1.6458 2.1355 0.2 0.0 0.1
C -2.1527 2.1489 -9.2385 -0.4 0.0 0.2
O -2.9974 1.1816 -8.6248 0.4 -0.1 -0.4
C -2.5875 -0.1760 -8.8281 -0.1 -0.2 0.6
C -1.8811 -0.7542 -7.5850 0.2 0.4 -0.6
N -0.5526 -0.1722 -7.3841 -0.2 0.3 0.2
C 0.0052 -0.3168 -6.0339 -0.1 -0.1 -0.1
C -0.8543 0.0733 -4.8106 0.4 0.0 -0.1
O -1.0512 1.4759 -4.6255 -0.1 -0.3 0.3
C -1.9369 2.0815 -5.5507 0.0 0.2 0.1
H -2.7015 3.0923 -9.2894 0.0 -0.2 0.0
H -1.2587 2.3273 -8.6391 0.2 0.0 -0.1
H -1.8654 1.8546 -10.2490 0.0 0.0 0.0
H -1.9857 -0.2927 -9.7372 0.1 0.2 0.2
H -3.5069 -0.7476 -8.9819 0.0 0.0 0.0
H -1.7796 -1.8384 -7.6984 0.0 0.0 0.0
H -2.5387 -0.5650 -6.7350 -0.2 -0.1 0.0
H -0.5783 0.8165 -7.6046 -0.1 -0.2 0.0
H 0.9149 0.2916 -6.0106 -0.1 -0.1 0.1
H 0.3242 -1.3651 -5.9146 -0.2 0.2 0.1
H -0.3060 -0.2574 -3.9223 0.1 0.0 -0.1
H -1.8119 -0.4569 -4.7756 -0.1 0.1 -0.2
H -2.8126 1.4569 -5.7555 0.2 0.0 -0.1
H -1.3953 2.3156 -6.4662 -0.2 0.0 -0.2
H -2.2870 3.0290 -5.1366 0.1 -0.1 0.2

---

# 2
109
Properties=species:S:1:pos:R:3:forces:R:3 method="wB97M-V/def2-TZVPD" e_above_lowest_kcal_mol=71.6 charge=-2 homo_lumo_gap_ev="4.210 / 1.971" homo_ev="-1.280 / 0.967"
Na -1.0641 1.7557 0.3317 0.0 -0.3 0.2
O -2.9435 -1.8285 -2.7202 2.1 -1.1 0.9
C -2.4535 -0.9473 -1.7754 0.1 -0.6 -0.4
O -1.3536 -1.0061 -1.2725 -1.4 -0.2 -0.6
C -3.4645 0.1244 -1.6569 -0.1 1.2 0.4
C -4.7446 0.0635 -2.1675 1.4 0.0 1.1
C -5.3879 1.2835 -2.2065 -3.1 -0.4 -1.2
C -4.7880 2.4783 -2.0466 2.3 0.9 0.9
C -3.4539 2.4446 -1.4403 -2.4 0.0 -0.3
N -2.9695 1.2701 -1.1539 1.6 -0.5 -0.2
C -2.6230 3.6885 -1.0677 -1.0 0.2 -0.8
O -2.1971 3.7406 0.1191 0.2 0.3 -1.2
O -2.5708 4.4567 -2.0640 0.5 -0.1 1.4
H -2.2460 -2.5454 -2.7547 -1.0 0.7 -0.1
H -5.1764 -0.8759 -2.4234 -0.4 -0.3 -0.3
H -6.4723 1.2873 -2.4772 0.9 0.0 0.0
H -5.3040 3.3812 -2.3606 0.3 0.0 0.4
C 2.0138 -4.6437 0.0030 0.2 0.1 -0.4
C 0.9616 -5.3781 -0.8213 2.6 0.5 -1.8
S -0.3597 -6.0182 -0.1966 -2.5 -0.8 2.5
C 1.2017 -5.6206 -2.2231 1.4 1.7 0.5
C 2.4518 -4.9723 -2.8889 0.0 0.8 1.3
S 0.0892 -6.3961 -3.1419 -0.5 -0.7 -1.6
H 1.7403 -4.5636 1.0522 0.1 -0.5 0.1
H 2.1578 -3.6096 -0.2847 -0.4 0.6 -0.5
H 3.0340 -5.0264 -0.1761 -0.4 -0.4 0.4
H 2.5693 -3.9022 -2.4882 -0.3 -1.1 -0.9
H 2.4186 -5.0151 -3.9886 -0.1 0.1 0.6
H 3.3928 -5.4239 -2.5224 -0.3 -0.2 -0.3
C 1.4120 2.1568 -4.8270 -0.2 -0.1 0.9
C 1.9645 3.3764 -4.1172 0.4 -1.0 1.0
C 3.2227 3.9055 -4.7981 1.4 -0.6 1.0
O 2.4448 2.9544 -2.7519 0.1 0.6 -1.3
P 1.7907 2.3534 -1.4395 -2.8 0.0 -0.3
O 0.3110 2.0646 -1.5372 2.1 0.3 0.0
C 2.1846 3.5791 -0.2180 1.9 1.1 0.6
P 1.8950 3.3369 1.6062 -1.5 -3.6 -1.8
O 1.0721 2.0615 1.7400 1.7 2.3 0.2
O 1.0671 4.5966 1.9579 -0.2 0.8 0.8
C 1.4813 6.0074 2.1230 -0.6 -1.5 -0.1
C 0.3230 6.8183 1.5613 0.3 1.1 1.1
C 1.6651 6.1851 3.6274 1.1 -1.2 -0.5
O 3.2769 3.4607 2.3752 -0.9 0.8 0.3
C 4.5256 2.7601 2.7455 -1.5 -0.1 -1.9
C 4.1845 1.4107 3.2976 -1.0 -0.1 -1.4
C 5.2932 2.7028 1.4363 0.3 -1.4 0.6
O 2.7579 1.2359 -1.0350 0.7 -1.7 0.3
C 2.9115 -0.1944 -1.4924 0.2 1.8 0.4
C 4.0469 -0.1418 -2.5107 -0.6 -0.7 -0.8
C 1.5937 -0.8186 -1.9105 0.6 0.0 -0.5
H 1.2619 2.4289 -5.8475 -0.5 0.2 -0.9
H 0.4645 1.8316 -4.3514 0.6 0.0 -0.4
H 2.1561 1.3510 -4.8486 -0.2 0.1 0.3
H 1.1869 4.1199 -3.9671 0.0 0.2 0.0
H 3.9416 3.0264 -4.8831 -0.8 1.1 -0.1
H 3.7228 4.6214 -4.1159 -0.3 -0.2 -0.4
H 3.1251 4.3896 -5.7744 -0.5 -0.3 0.2
H 1.6205 4.4157 -0.6150 -0.3 0.5 0.4
H 3.2638 3.8774 -0.3327 -0.9 -0.4 -0.2
H 2.4192 6.0629 1.5204 -0.5 0.6 0.7
H 0.5500 7.1895 0.5810 0.0 0.4 -0.5
H 0.1307 7.6549 2.2774 0.2 -0.3 -0.8
H -0.6088 6.2799 1.5041 -0.1 -0.6 0.0
H 0.7512 6.0270 4.2010 0.0 -0.2 -0.3
H 2.0382 7.1504 3.8725 0.3 1.0 0.1
H 2.4559 5.4562 3.9121 -0.7 0.4 0.2
H 4.9458 3.4573 3.4405 0.5 0.2 0.5
H 3.4903 0.8915 2.5721 0.7 0.5 0.8
H 3.7069 1.4942 4.2343 -0.8 0.1 1.1
H 5.0548 0.8257 3.4393 1.0 -0.7 0.0
H 4.9319 1.8382 0.8471 0.1 0.4 0.2
H 6.3509 2.5190 1.6637 -0.1 0.3 -0.3
H 5.0944 3.5958 0.8798 0.4 0.6 -0.3
H 3.2724 -0.6024 -0.5564 0.0 -0.5 0.0
H 3.7504 0.4487 -3.4118 0.1 -0.5 0.7
H 4.2067 -1.2001 -2.8370 0.3 0.8 0.2
H 4.9510 0.3288 -2.1014 -0.2 -0.4 0.0
H 1.5357 -0.8746 -3.0062 -0.2 0.1 0.2
H 0.7156 -0.3203 -1.5208 0.1 0.2 0.0
H 1.5711 -1.8215 -1.5141 -0.1 -0.5 0.0
N -1.0383 -0.2790 7.6627 -0.2 0.7 -1.0
C -1.9534 -0.9057 6.8282 -0.3 -1.2 -1.1
O -2.6967 -1.7564 7.3499 -0.3 -0.6 0.9
C -1.9515 -0.7691 5.4004 0.6 0.7 0.9
C -1.4119 0.3485 4.7355 1.4 2.1 -1.2
C -1.7115 0.6297 3.3774 0.2 -1.5 3.7
N -2.4186 -0.2710 2.7209 -0.1 1.4 -3.4
C -2.6713 -1.4674 3.2149 -0.5 -0.9 1.5
C -2.5027 -1.7531 4.5575 -1.0 -0.8 -1.1
H -1.0285 -0.7218 8.5535 0.3 0.4 0.6
H -0.4996 0.5152 7.3473 0.0 -0.4 0.5
H -0.6813 1.0108 5.2678 -0.8 -0.3 -0.4
H -1.4389 1.5782 2.9470 0.1 0.2 -0.3
H -3.1124 -2.1923 2.5120 0.2 0.2 0.4
H -2.8597 -2.7049 4.9436 0.2 0.2 0.1
O -7.1714 -6.8009 -0.0464 -0.6 0.2 -1.0
S -5.7982 -6.4777 0.4102 0.2 0.4 2.1
C -4.8655 -5.3970 -0.7311 -0.8 -1.7 -1.4
C -4.3456 -6.3325 -1.8348 0.7 0.4 -0.6
C -4.0417 -7.7349 -1.1986 0.7 0.5 -1.2
C -4.8340 -7.9857 0.1258 0.8 -0.3 -0.9
H -4.0757 -4.8978 -0.1989 0.2 0.1 0.4
H -5.5616 -4.7116 -1.1984 -0.2 0.4 0.5
H -3.4573 -5.8386 -2.3100 -0.2 -0.8 0.7
H -5.0066 -6.3876 -2.7250 -0.3 -0.2 0.9
H -2.9683 -7.7329 -1.0136 0.1 -0.1 0.3
H -4.1645 -8.4499 -2.0303 -0.3 -0.2 0.8
H -4.1227 -8.1377 0.9803 -0.7 0.2 -0.7
H -5.5508 -8.8527 0.0707 0.6 1.1 0.1

---

# 3
49
Properties=species:S:1:pos:R:3:forces:R:3 method="wB97M-V/def2-TZVPD" e_above_lowest_kcal_mol=10.6 charge=-1 homo_lumo_gap_ev=10.609 homo_ev=-8.489
O -1.6249 2.6557 0.4268 0.0 0.2 0.2
C -1.0021 1.6373 0.3883 0.3 -0.1 -0.2
O -0.6771 0.9747 -0.7057 0.0 -0.3 -0.1
B 0.0938 -0.2387 -0.3624 0.2 0.5 0.2
O 0.1743 -0.2121 1.1076 0.2 -0.2 0.2
C -0.4039 0.8573 1.5887 -0.6 0.1 0.0
O -0.5291 1.1628 2.7430 0.2 0.0 -0.1
O 1.4453 -0.1845 -0.9468 0.0 0.1 -0.1
C 1.6427 -1.2251 -1.7265 -0.4 0.0 -0.1
O 2.6237 -1.4829 -2.3551 0.3 -0.1 -0.2
C 0.3580 -2.0856 -1.6800 0.1 -0.2 0.7
O -0.4918 -1.4896 -0.8458 -0.2 0.2 -0.3
O 0.1840 -3.1488 -2.1922 0.1 -0.1 -0.4
O -0.2169 5.3141 -0.8695 0.2 0.1 0.0
H -0.1974 6.1828 -0.4585 -0.1 0.0 0.0
H 0.2561 4.7386 -0.2596 -0.1 -0.1 0.0
O 4.9607 0.0124 -1.4437 0.1 0.0 0.0
H 4.3185 -0.4387 -2.0125 -0.1 -0.1 0.1
H 4.4674 0.7530 -1.0790 -0.1 0.0 0.0
O -3.3738 4.4931 1.7946 0.1 0.1 0.0
H -3.9831 4.6501 1.0688 0.0 0.0 0.0
H -2.7062 3.8988 1.4179 -0.1 0.0 0.1
O -1.5240 -4.4765 -4.1838 -0.1 -0.1 0.0
H -1.2679 -4.2527 -3.2797 0.1 0.0 -0.1
H -1.2931 -3.6917 -4.6889 0.1 0.0 0.0
O 3.6773 -0.3399 1.3694 0.1 0.0 0.2
H 4.4103 -0.5836 0.7933 0.0 0.0 -0.2
H 3.0022 -1.0143 1.2304 0.0 0.1 0.0
O -2.2042 3.9978 -2.5002 0.1 0.0 -0.2
H -1.3977 4.3365 -2.0814 -0.2 0.0 0.1
H -2.8935 4.5867 -2.1846 0.0 0.0 0.1
O 2.2854 -3.9061 -4.7488 0.1 -0.1 0.0
H 2.0557 -4.7380 -5.1716 -0.1 0.0 0.0
H 1.9379 -3.9810 -3.8516 -0.1 0.2 0.0
O -3.0598 -0.8105 4.2527 0.0 -0.1 0.0
H -2.1036 -0.7908 4.1362 0.0 0.1 0.0
H -3.4074 -0.4012 3.4549 0.0 0.0 0.0
O 1.6454 -1.8475 2.9751 0.3 -0.3 0.2
H 2.3128 -2.4642 3.2973 0.1 0.1 0.1
H 1.9283 -0.9848 3.2990 -0.1 0.1 -0.1
O 0.1079 -3.7602 1.4845 0.1 -0.1 0.0
H -0.4817 -3.1383 1.0464 0.0 0.0 0.0
H 0.6622 -3.2032 2.0505 -0.3 0.1 -0.2
O -3.1349 -0.2446 -2.0508 -0.1 0.0 -0.1
H -2.5404 -0.9721 -1.8412 0.0 0.0 0.1
H -2.5525 0.4946 -2.2590 0.0 0.0 0.1
O -0.2729 1.6324 5.5741 0.1 0.0 0.0
H -0.9590 2.3006 5.6515 0.0 0.0 0.0
H -0.2510 1.4276 4.6281 0.0 0.0 0.1

---

# 4
20
Properties=species:S:1:pos:R:3:forces:R:3 method="wB97M-V/def2-TZVPD" e_above_lowest_kcal_mol=219.9 homo_lumo_gap_ev=9.534 homo_ev=-9.141
C -1.6315 -0.4557 0.1930 -6.7 -1.1 -2.7
C -1.4686 1.0378 0.1209 -5.5 2.9 0.5
C -0.2445 1.8193 0.0236 4.3 5.5 -2.8
C 0.6767 0.7046 -0.0232 2.9 -1.6 -1.1
C 1.9641 -0.2160 -0.5778 -2.8 -0.3 0.1
C 0.9918 -1.2268 0.2367 0.1 -2.0 1.3
C -0.6901 -1.6052 -0.1212 4.1 -3.7 -0.6
H -2.2603 1.5874 0.8581 1.8 -1.8 -1.4
H -2.0487 1.1918 -0.8799 1.0 -0.1 1.7
H -0.1407 2.1517 -1.1781 -0.5 0.1 3.2
H 0.1283 2.8484 0.6925 -1.8 -3.2 -1.5
H 0.2868 0.2261 -0.9215 -1.8 -0.4 0.6
H 2.2285 -0.3901 -1.6461 0.0 0.5 0.9
H 2.6356 0.0129 0.1837 2.6 -0.1 0.2
H 1.5380 -2.1495 0.7162 -1.1 1.5 -1.0
H -0.8047 -2.4820 0.5995 -0.3 1.5 -0.4
H -0.7275 -2.4014 -1.1729 -0.5 3.4 2.6
H 1.7732 0.1490 1.6446 -3.7 -0.9 -1.1
N 0.7121 -0.1278 1.2118 2.5 0.4 0.0
O -2.9186 -0.6746 0.0401 5.3 -0.6 1.5